The following is a quantum chemistry calculation of 12 unconnected molecules or ions with the total composition C60H60N12 in a non-equilibrium geometry, from the Open Molecules 2025 dataset.

Results
Kohn-Sham gap in eV: 9.45
Electronic energy in Eh: -2979.1507
Structure (SMILES): c1ccncc1.c1ccncc1.c1ccncc1.c1ccncc1.c1ccncc1.c1ccncc1.c1ccncc1.c1ccncc1.c1ccncc1.c1ccncc1.c1ccncc1.c1ccncc1
Multiplicity: 1

Geometry as XYZ:
```
132
C60H60N12 (wB97M-V/def2-TZVPD)
C 8.94 -12.62 -4.36
C 9.37 -11.61 -3.40
C 9.33 -10.26 -3.80
N 8.98 -9.91 -5.02
C 8.68 -10.85 -5.94
C 8.58 -12.22 -5.62
H 8.85 -13.68 -4.17
H 9.49 -11.88 -2.36
H 9.34 -9.49 -3.04
H 8.39 -10.45 -6.90
H 8.19 -12.92 -6.35
C 8.59 -19.55 -18.22
C 9.91 -19.54 -18.63
C 10.66 -18.43 -18.34
N 10.18 -17.45 -17.60
C 8.94 -17.51 -17.01
C 8.12 -18.63 -17.27
H 7.96 -20.32 -18.63
H 10.23 -20.20 -19.43
H 11.59 -18.32 -18.88
H 8.59 -16.64 -16.47
H 7.12 -18.80 -16.91
C 13.31 -16.79 -9.62
C 13.17 -15.54 -8.95
C 12.27 -14.64 -9.42
N 11.37 -14.94 -10.35
C 11.44 -16.13 -10.94
C 12.34 -17.14 -10.56
H 14.09 -17.49 -9.36
H 13.84 -15.38 -8.11
H 12.23 -13.62 -9.05
H 10.65 -16.35 -11.64
H 12.44 -18.01 -11.19
C 0.91 -16.12 -18.22
C 2.19 -15.65 -18.12
C 3.03 -16.24 -17.17
N 2.66 -17.29 -16.42
C 1.44 -17.81 -16.67
C 0.45 -17.24 -17.49
H 0.24 -15.51 -18.80
H 2.62 -14.87 -18.72
H 4.02 -15.83 -17.04
H 1.16 -18.71 -16.15
H -0.59 -17.54 -17.51
C 0.80 -14.43 -13.17
C 1.02 -13.07 -12.84
C 1.57 -12.80 -11.56
N 1.72 -13.82 -10.65
C 1.50 -15.05 -11.06
C 1.03 -15.49 -12.26
H 0.35 -14.70 -14.12
H 0.73 -12.26 -13.49
H 1.70 -11.77 -11.24
H 1.68 -15.80 -10.30
H 0.81 -16.50 -12.57
C 5.66 -11.64 -16.46
C 4.58 -10.83 -16.63
C 4.65 -9.81 -17.67
N 5.78 -9.63 -18.50
C 6.76 -10.39 -18.28
C 6.75 -11.41 -17.34
H 5.57 -12.31 -15.61
H 3.69 -10.95 -16.03
H 3.82 -9.23 -18.05
H 7.61 -10.15 -18.90
H 7.66 -11.96 -17.14
C 11.13 -18.15 -1.89
C 11.78 -17.81 -3.08
C 11.04 -17.96 -4.30
N 9.77 -18.41 -4.33
C 9.13 -18.67 -3.16
C 9.81 -18.51 -1.95
H 11.69 -18.03 -0.97
H 12.82 -17.52 -2.98
H 11.47 -17.65 -5.25
H 8.08 -18.95 -3.09
H 9.28 -18.67 -1.02
C 6.40 -16.10 -10.51
C 7.05 -16.81 -9.53
C 7.54 -18.15 -9.75
N 7.27 -18.80 -10.87
C 6.56 -18.09 -11.83
C 6.10 -16.78 -11.71
H 6.03 -15.09 -10.35
H 7.30 -16.33 -8.60
H 7.96 -18.79 -9.00
H 6.39 -18.55 -12.79
H 5.67 -16.23 -12.53
C 9.74 -24.78 -16.41
C 9.07 -25.94 -16.52
C 7.80 -26.01 -16.11
N 7.10 -24.92 -15.74
C 7.76 -23.75 -15.64
C 9.11 -23.64 -15.93
H 10.78 -24.74 -16.70
H 9.45 -26.88 -16.89
H 7.33 -26.97 -16.26
H 7.16 -22.92 -15.30
H 9.64 -22.71 -15.78
C 7.75 -10.22 -11.83
C 6.55 -9.70 -11.27
C 6.43 -8.34 -11.23
N 7.26 -7.50 -11.77
C 8.31 -8.08 -12.55
C 8.65 -9.43 -12.51
H 7.90 -11.29 -11.82
H 5.77 -10.34 -10.88
H 5.64 -7.93 -10.63
H 9.00 -7.32 -12.89
H 9.53 -9.84 -12.98
C 9.58 -24.37 -10.28
C 9.91 -25.68 -9.84
C 11.16 -25.88 -9.31
N 12.14 -24.88 -9.26
C 11.71 -23.64 -9.80
C 10.46 -23.32 -10.32
H 8.54 -24.32 -10.56
H 9.19 -26.47 -9.73
H 11.33 -26.83 -8.83
H 12.48 -22.89 -9.90
H 10.26 -22.33 -10.70
C 6.34 -23.01 -6.05
C 5.34 -22.06 -5.99
C 4.12 -22.34 -5.48
N 3.83 -23.57 -5.00
C 4.76 -24.53 -4.97
C 6.00 -24.31 -5.55
H 7.28 -22.86 -6.57
H 5.78 -21.08 -6.16
H 3.30 -21.64 -5.33
H 4.51 -25.46 -4.48
H 6.79 -25.05 -5.57
```

=====

The following is a quantum chemistry calculation of a single C21H28N4O6 molecule, from the Open Molecules 2025 dataset.

Results
Kohn-Sham gap in eV: 8.54
Electronic energy in Eh: -1487.5804
Structure (SMILES): CCCCn1c(=O)c(CCC(=O)OCC(=O)NC(=O)NCCOC)nc2ccccc21
Multiplicity: 1

Geometry as XYZ:
```
59
C21H28N4O6 (wB97M-V/def2-TZVPD)
C -0.15 -0.72 3.00
C -0.05 -2.15 2.48
C -1.20 -2.53 1.54
C -1.07 -1.91 0.14
N -2.02 -0.83 -0.11
C -1.55 0.45 -0.16
O -0.39 0.72 0.11
C -2.50 1.48 -0.59
C -1.97 2.86 -0.77
C -1.45 3.46 0.55
C -0.06 3.04 0.97
O 0.23 2.71 2.09
O 0.84 3.24 -0.01
C 2.21 3.13 0.34
C 2.98 2.00 -0.33
O 4.16 2.13 -0.58
N 2.26 0.89 -0.57
C 2.70 -0.36 -1.05
O 1.92 -1.29 -1.11
N 3.99 -0.41 -1.44
C 4.63 -1.66 -1.73
C 5.46 -2.16 -0.53
O 4.74 -2.26 0.67
C 3.76 -3.28 0.69
N -3.75 1.24 -0.82
C -4.21 -0.03 -0.68
C -5.57 -0.27 -0.92
C -6.08 -1.54 -0.83
C -5.23 -2.60 -0.51
C -3.89 -2.40 -0.28
C -3.35 -1.11 -0.35
H -0.08 0.00 2.18
H 0.65 -0.51 3.69
H -1.10 -0.56 3.51
H 0.90 -2.29 1.97
H -0.08 -2.83 3.34
H -1.20 -3.62 1.43
H -2.15 -2.24 1.99
H -0.07 -1.49 -0.01
H -1.23 -2.66 -0.64
H -2.77 3.48 -1.16
H -1.14 2.84 -1.48
H -2.14 3.23 1.37
H -1.41 4.55 0.44
H 2.29 2.98 1.43
H 2.70 4.08 0.07
H 1.27 0.88 -0.31
H 4.56 0.41 -1.23
H 3.85 -2.38 -1.98
H 5.30 -1.53 -2.59
H 6.26 -1.44 -0.31
H 5.91 -3.13 -0.79
H 4.19 -4.24 0.37
H 2.90 -3.03 0.06
H 3.44 -3.36 1.73
H -6.19 0.58 -1.16
H -7.13 -1.73 -1.01
H -5.63 -3.60 -0.45
H -3.26 -3.24 -0.03
```

=====

The following is a quantum chemistry calculation of a molecular structure, C32H44CaN9O5S2, from the Open Molecules 2025 dataset.

Results
Net charge: +1
Kohn-Sham gap in eV: 9.23
Electronic energy in Eh: -3588.8389
Multiplicity: 1

Geometry as XYZ:
```
93
C32H44CaN9O5S2 (wB97M-V/def2-TZVPD)
Ca -0.57 0.19 -0.98
C 0.56 -0.43 2.71
C 0.26 0.99 3.20
C -1.21 1.27 3.18
C -1.99 1.02 4.31
C -3.35 1.23 4.26
C -3.91 1.69 3.08
C -3.07 1.92 2.01
N -1.75 1.72 2.04
N 0.83 -0.62 1.27
C 0.55 -2.03 0.96
C -0.92 -2.34 1.09
C -1.39 -3.51 1.65
C -2.76 -3.73 1.69
C -3.61 -2.77 1.16
C -3.06 -1.62 0.61
N -1.74 -1.41 0.59
C 2.21 -0.30 0.94
C 2.55 1.16 0.76
C 3.90 1.51 0.79
C 4.26 2.83 0.61
C 3.26 3.77 0.42
C 1.95 3.32 0.39
N 1.59 2.05 0.54
H -0.30 -1.05 2.97
H 1.42 -0.85 3.26
H 0.78 1.73 2.59
H 0.63 1.08 4.22
H -1.51 0.67 5.21
H -3.97 1.04 5.13
H -4.97 1.88 2.99
H -3.47 2.28 1.07
H 1.13 -2.71 1.61
H 0.88 -2.24 -0.06
H -0.70 -4.24 2.06
H -3.16 -4.63 2.12
H -4.69 -2.90 1.15
H -3.67 -0.85 0.16
H 2.47 -0.81 0.00
H 2.88 -0.71 1.71
H 4.65 0.75 0.96
H 5.30 3.13 0.63
H 3.48 4.82 0.29
H 1.15 4.04 0.23
C -2.37 4.86 -2.74
N -2.77 3.55 -2.30
C -3.62 2.62 -3.02
C -3.53 1.37 -2.14
O -4.10 0.33 -2.35
N -2.64 1.62 -1.11
C -2.24 2.89 -1.26
N -1.39 3.46 -0.41
H -2.95 5.12 -3.62
H -1.31 4.88 -3.02
H -2.56 5.61 -1.97
H -3.24 2.40 -4.02
H -4.65 2.97 -3.10
H -1.07 2.91 0.39
H -0.82 4.23 -0.72
O 1.42 -1.96 -4.14
S 1.96 -2.42 -2.82
C 2.26 -4.21 -3.01
C 3.77 -4.44 -3.16
C 4.36 -3.14 -3.71
C 3.73 -2.06 -2.85
H 1.71 -4.45 -3.92
H 1.82 -4.75 -2.18
H 3.97 -5.30 -3.80
H 4.21 -4.65 -2.18
H 4.05 -3.00 -4.75
H 5.44 -3.12 -3.68
H 3.83 -1.03 -3.20
H 4.10 -2.11 -1.81
C -3.18 -2.34 -5.38
N -2.43 -2.39 -4.13
C -2.34 -3.46 -3.27
C -1.62 -3.02 -2.20
N -1.28 -1.70 -2.39
C -1.78 -1.37 -3.56
H -3.46 -3.35 -5.65
H -2.56 -1.92 -6.16
H -4.08 -1.75 -5.25
H -2.78 -4.41 -3.50
H -1.35 -3.56 -1.31
H -1.69 -0.40 -4.02
C 1.76 1.26 -4.48
S 1.07 1.66 -2.90
O 1.46 3.00 -2.56
O -0.40 1.48 -3.01
O 1.53 0.61 -1.96
H 1.29 1.91 -5.22
H 1.57 0.21 -4.69
H 2.83 1.47 -4.43
```